Molecular formula: C19H25ClN2Pt
Method: DFT, the ωB97M-V functional and the def2-TZVPD basis

Calculated values
multiplicity = 5
E_HOMO (spin up / spin down) = -13.452 / -13.722 eV
net charge = +2
Kohn-Sham gap (spin up / spin down) = 5.61 / 4.79 eV

XYZ file:
```
48
Properties=species:S:1:pos:R:3:lowdin_spin:R:1
C -0.120 0.192 -4.657 0.0031
C 1.262 0.694 -4.608 0.0045
C -0.379 -1.251 -4.619 0.0017
C -1.246 1.141 -4.668 0.0038
Cl 0.074 0.685 -1.585 0.2547
H -0.428 -1.608 -5.668 0.0002
H -1.358 -1.454 -4.140 0.0002
H 0.435 -1.793 -4.099 0.0004
H 1.582 0.854 -5.653 0.0007
H 1.946 -0.050 -4.159 0.0003
H 1.330 1.667 -4.085 0.0020
H -1.450 1.386 -5.727 0.0006
H -1.006 2.089 -4.146 0.0017
H -2.169 0.674 -4.269 0.0002
C 0.868 -1.851 1.202 0.1861
C 0.616 -2.830 0.200 0.2841
C 1.277 -2.468 -0.978 0.0659
H 0.080 -3.760 0.302 0.0118
C 1.995 -1.283 -0.796 0.3392
C 1.770 -0.831 0.584 0.1387
H 2.420 -0.259 1.248 0.0020
H 0.695 -1.970 2.272 0.0056
H 1.297 -3.067 -1.884 -0.0024
H 2.645 -0.888 -1.569 0.0127
C -2.192 0.523 1.023 0.1770
C -1.882 -0.691 1.801 0.1575
C -2.253 -1.807 0.954 0.3983
H -1.728 -0.676 2.867 0.0032
C -2.569 -1.332 -0.311 0.3106
C -2.492 0.082 -0.339 0.2526
H -2.634 0.672 -1.237 0.0071
H -2.283 1.526 1.418 0.0080
H -2.431 -2.829 1.251 0.0136
H -2.897 -1.934 -1.149 0.0080
Pt -0.206 0.018 0.509 1.2094
N 2.427 0.244 3.306 -0.0015
C 1.479 1.138 3.759 0.0090
C 1.814 2.137 4.700 0.0040
C 0.772 2.934 5.163 -0.0010
C -0.516 2.752 4.635 0.0040
C -0.732 1.754 3.685 0.0071
N 0.245 0.963 3.234 0.1138
H 1.977 -0.674 3.230 -0.0003
H 3.328 0.256 3.797 -0.0001
H 2.846 2.296 5.010 0.0009
H 0.950 3.738 5.878 0.0000
H -1.394 3.319 4.962 0.0006
H -1.763 1.571 3.357 0.0006
```

=====

Molecular formula: C9H7IrN4O6Se
Method: DFT, the ωB97M-V functional and the def2-TZVPD basis

Calculated values
multiplicity = 2
E_HOMO (spin up / spin down) = -13.030 / -12.958 eV
ΔE to the lowest compared entry with this formula, charge and spin = 0.00 kcal per mole
net charge = +1
Kohn-Sham gap (spin up / spin down) = 5.07 / 5.17 eV

XYZ file:
```
28
Properties=species:S:1:pos:R:3:lowdin_spin:R:1
Ir 1.629 -1.639 -1.117 0.7150
N 1.204 -3.327 0.054 -0.0047
N 2.110 -4.336 -0.335 -0.0043
C 2.912 -4.124 -1.457 0.0051
O 3.602 -4.985 -1.907 0.0295
O 2.815 -2.868 -1.911 0.1003
H 1.308 -3.103 1.041 -0.0001
H 0.237 -3.624 -0.062 -0.0004
H 1.994 -5.268 0.024 -0.0001
Se 1.384 2.742 -2.721 0.0402
C 1.780 1.068 -2.425 -0.0023
N 1.974 -0.065 -2.161 0.0035
O -0.605 -1.639 1.448 0.0268
C -0.459 -0.621 0.810 0.0084
O 0.411 -0.505 -0.189 0.0671
C -1.177 0.667 1.021 -0.0007
C -2.117 0.870 2.029 0.0013
C -2.711 2.124 2.163 0.0001
C -2.390 3.164 1.316 0.0022
C -1.441 2.949 0.306 0.0000
C -0.857 1.701 0.163 0.0011
N -1.068 3.976 -0.565 0.0006
O -0.176 3.775 -1.454 0.0111
O -1.546 5.056 -0.513 0.0003
H -2.374 0.059 2.698 0.0001
H -3.433 2.285 2.951 0.0000
H -2.858 4.134 1.417 0.0001
H -0.149 1.534 -0.624 -0.0001
```

=====

Molecular formula: CAlF4NO2S2
Method: DFT, the ωB97M-V functional and the def2-TZVPD basis

Calculated values
E_HOMO (spin up / spin down) = -20.157 / -20.003 eV
ΔE to the lowest compared entry with this formula, charge and spin = 46.12 kcal per mole
net charge = +2
Kohn-Sham gap (spin up / spin down) = 6.87 / 6.86 eV

XYZ file:
```
11
Properties=species:S:1:pos:R:3:mulliken_charge:R:1
Al -0.883 -2.758 0.777 0.9282
F 2.791 -0.899 1.049 -0.1897
N 0.879 0.582 0.395 -0.1055
S 1.896 0.402 1.674 0.8414
O 2.795 1.567 1.666 -0.2159
S -0.602 -0.009 0.399 0.4256
O -0.565 -1.520 -0.014 0.0154
C -1.420 0.560 -1.216 0.7373
F -2.720 0.352 -1.074 -0.1546
F -1.183 1.847 -1.396 -0.1334
F -0.989 -0.124 -2.260 -0.1488
```

=====

Molecular formula: C24H33N6O2S
Method: DFT, the ωB97M-V functional and the def2-TZVPD basis

Calculated values
E_HOMO = -10.617 eV
SMILES string = CCCC[C@H](c1nnnn1CS(=O)(=O)c1ccc(C)cc1)[NH+]1CCN(c2ccccc2)CC1
ΔE to the lowest compared entry with this formula, charge and spin = 6.95 kcal per mole
net charge = +1
Kohn-Sham gap = 8.00 eV

XYZ file:
```
66
Properties=species:S:1:pos:R:3:mulliken_charge:R:1
C -6.767 -0.389 -2.128 -1.4004
C -5.917 -1.066 -1.060 -0.4188
C -4.509 -0.469 -1.003 -0.5088
C -3.689 -1.121 0.109 -1.4314
C -2.169 -0.909 0.053 0.2398
C -1.554 -1.759 1.116 -0.3681
N -1.963 -1.796 2.363 -0.1633
N -1.168 -2.639 3.003 -0.8080
N -0.296 -3.120 2.235 -0.4452
N -0.492 -2.611 1.010 0.8679
C 0.444 -2.776 -0.034 -0.8556
S 1.193 -1.070 -0.317 2.1618
O 0.600 -0.612 -1.547 -0.7753
O 0.777 -0.321 0.858 -0.7713
C 2.955 -1.177 -0.396 0.3738
C 3.579 -1.227 -1.628 -0.8229
C 4.960 -1.284 -1.667 -0.8309
C 5.708 -1.295 -0.490 0.9730
C 7.196 -1.374 -0.541 -1.5776
C 5.043 -1.248 0.735 -1.0008
C 3.664 -1.189 0.791 -0.7253
N -1.703 0.496 0.289 1.4158
C -1.739 1.376 -0.901 -0.3922
C -1.348 2.802 -0.441 -1.4256
N -0.526 2.758 0.736 0.0090
C 0.854 2.550 0.643 0.8577
C 1.488 2.288 -0.573 -0.1005
C 2.856 2.097 -0.628 -0.6997
C 3.626 2.157 0.519 -0.4597
C 3.011 2.443 1.725 -0.9871
C 1.647 2.648 1.788 -0.3919
C -1.269 2.275 1.883 -1.1726
C -2.283 1.189 1.457 -0.5417
H -6.313 -0.502 -3.110 0.3372
H -7.757 -0.834 -2.157 0.4188
H -6.877 0.672 -1.919 0.3342
H -5.850 -2.134 -1.273 0.3682
H -6.396 -0.951 -0.086 0.3580
H -4.021 -0.624 -1.968 0.4151
H -4.609 0.605 -0.831 0.3216
H -4.062 -0.815 1.086 0.3545
H -3.842 -2.202 0.045 0.6428
H -1.780 -1.196 -0.930 0.8076
H 1.211 -3.477 0.288 0.4661
H -0.012 -3.083 -0.974 0.3406
H 2.985 -1.200 -2.528 0.5172
H 5.465 -1.316 -2.620 0.4258
H 7.507 -2.419 -0.540 0.3231
H 7.644 -0.894 0.325 0.3912
H 7.583 -0.914 -1.447 0.4024
H 5.613 -1.251 1.651 0.4063
H 3.137 -1.128 1.729 0.5531
H -0.681 0.389 0.526 -0.7281
H -2.735 1.373 -1.339 0.5590
H -1.024 0.979 -1.624 0.3564
H -2.246 3.375 -0.192 0.4183
H -0.834 3.334 -1.241 0.5160
H 0.931 2.222 -1.494 0.1765
H 3.320 1.895 -1.582 0.4570
H 4.692 1.998 0.470 0.5155
H 3.598 2.520 2.627 0.4298
H 1.201 2.907 2.736 0.5379
H -1.807 3.102 2.362 0.2731
H -0.573 1.850 2.606 0.4916
H -3.246 1.615 1.175 0.4537
H -2.430 0.473 2.267 0.5355
```

=====

Molecular formula: C3H4O6
Method: DFT, the ωB97M-V functional and the def2-TZVPD basis

Calculated values
E_HOMO = -10.298 eV
ΔE to the lowest compared entry with this formula, charge and spin = 43.03 kcal per mole
net charge = 0
Kohn-Sham gap = 10.49 eV

XYZ file:
```
13
Properties=species:S:1:pos:R:3:mulliken_charge:R:1
C 1.077 0.470 0.095 0.3238
C 0.030 -0.626 0.080 1.0930
C -1.435 -0.180 0.021 0.3939
O 2.155 0.056 0.623 -0.5696
O 0.836 1.712 -0.231 -0.4094
O 0.554 -0.715 -1.448 -0.6008
O -2.010 -0.240 1.220 -0.4028
O 0.415 -1.602 0.816 -0.8065
O -1.972 0.199 -0.988 -0.5780
H 1.783 -1.017 0.908 0.4500
H 1.657 2.231 -0.235 0.3823
H -0.154 -0.328 -1.991 0.3427
H -2.936 0.040 1.129 0.3815
```

=====

Molecular formula: C24H21ClN4O5PdS
Method: DFT, the ωB97M-V functional and the def2-TZVPD basis

Calculated values
multiplicity = 5
E_HOMO (spin up / spin down) = -5.622 / -8.153 eV
ΔE to the lowest compared entry with this formula, charge and spin = 32.78 kcal per mole
net charge = 0
Kohn-Sham gap (spin up / spin down) = 5.82 / 5.48 eV

XYZ file:
```
57
Properties=species:S:1:pos:R:3:lowdin_spin:R:1
Pd 0.272 0.543 -0.463 0.5486
O -0.990 -3.315 1.891 0.0206
C 0.179 -3.938 1.647 0.0302
C 0.253 -5.310 1.859 -0.0057
C 1.426 -5.992 1.600 0.0365
C 2.552 -5.316 1.133 -0.0027
C 2.499 -3.954 0.942 0.0360
C 1.319 -3.237 1.195 0.0083
C 1.265 -1.801 1.011 0.1832
O 0.170 -1.132 1.073 0.1220
N 2.440 -1.156 0.793 0.4124
N 2.417 0.076 0.570 0.7896
C 3.426 0.965 0.342 0.3312
C 3.230 2.319 0.569 0.1498
C 4.290 3.253 0.427 0.0744
C 4.124 4.567 0.761 0.0842
C 2.884 5.039 1.253 0.1458
C 1.821 4.186 1.382 0.0273
C 1.920 2.822 1.019 0.1700
O 0.889 2.057 1.075 0.2585
H -0.864 -2.366 1.677 -0.0009
H -0.627 -5.820 2.229 -0.0011
H 1.468 -7.062 1.762 0.0024
H 3.462 -5.860 0.916 -0.0010
H 3.363 -3.411 0.585 0.0056
H 4.383 0.585 0.004 0.0352
H 5.245 2.899 0.060 0.0009
H 4.954 5.255 0.658 0.0021
H 2.776 6.086 1.505 0.0086
H 0.855 4.541 1.717 -0.0029
C -1.671 -2.136 -1.318 0.0014
O -0.378 -1.999 -1.923 0.0261
C 0.387 -0.945 -1.739 0.0792
O 1.482 -0.863 -2.234 0.1443
H -2.422 -2.084 -2.103 0.0002
H -1.842 -1.361 -0.579 0.0004
H -1.702 -3.110 -0.838 0.0004
Cl -0.484 3.350 -1.331 0.0271
C 0.465 1.993 -1.925 0.1200
H 1.513 2.282 -1.959 0.0108
H 0.106 1.712 -2.909 0.0109
N -1.690 1.316 2.217 -0.0019
C -2.465 1.215 1.132 0.0051
N -2.043 0.917 -0.067 0.0873
C -3.065 0.947 -0.999 0.0044
C -2.929 0.724 -2.365 0.0017
C -4.054 0.776 -3.169 0.0000
C -5.310 1.042 -2.630 0.0002
C -5.463 1.270 -1.272 0.0004
C -4.333 1.225 -0.473 0.0030
S -4.204 1.494 1.246 0.0084
H -0.693 1.445 2.074 -0.0003
H -2.095 1.573 3.097 -0.0002
H -1.946 0.523 -2.772 0.0017
H -3.957 0.608 -4.234 0.0000
H -6.177 1.081 -3.276 0.0000
H -6.434 1.482 -0.844 0.0002
```

=====

Molecular formula: C4H3AgO
Method: DFT, the ωB97M-V functional and the def2-TZVPD basis

Calculated values
multiplicity = 2
E_HOMO (spin up / spin down) = -14.432 / -14.610 eV
ΔE to the lowest compared entry with this formula, charge and spin = 0.00 kcal per mole
net charge = +1
Kohn-Sham gap (spin up / spin down) = 9.79 / 8.30 eV

XYZ file:
```
9
Properties=species:S:1:pos:R:3:lowdin_spin:R:1
C 1.254 0.349 1.471 0.1901
C 0.045 0.981 1.889 0.2079
C 0.879 0.453 2.779 0.5950
H -0.865 1.469 1.543 0.0041
C -0.895 -0.733 -1.728 -0.0001
O 0.268 -0.515 -1.985 -0.0006
Ag 2.212 -0.341 -0.760 0.0034
H -1.206 -1.129 -0.741 0.0001
H -1.692 -0.536 -2.469 0.0000
```

=====

Molecular formula: C19H35Br2ClINNbO3S
Method: DFT, the ωB97M-V functional and the def2-TZVPD basis

Calculated values
E_HOMO = -4.812 eV
ΔE to the lowest compared entry with this formula, charge and spin = 48.68 kcal per mole
net charge = -1
Kohn-Sham gap = 7.05 eV

XYZ file:
```
64
Properties=species:S:1:pos:R:3:mulliken_charge:R:1
C 2.096 2.920 2.748 -0.7399
C 1.699 1.908 1.599 0.1933
I 3.054 0.194 1.752 -0.0025
C 1.723 2.577 0.140 -0.3185
Nb 0.201 1.434 -1.125 -0.6442
C 1.801 0.678 -2.614 -0.9373
C 1.685 -0.932 -2.605 0.0570
C 2.054 -1.609 -3.996 -0.8481
C 0.950 -2.733 -4.305 -0.1911
S -0.445 -2.110 -5.331 1.0513
O -0.279 -2.465 -6.741 -0.5959
O -1.668 -2.690 -4.764 -0.5910
Cl -0.562 -0.054 -5.061 -0.1405
C -1.562 1.977 0.240 -0.6082
C -2.590 0.802 0.514 -0.4994
C -1.941 -0.590 0.842 0.1352
N -2.874 -1.564 1.468 -0.4390
C -2.189 -2.500 2.376 -0.7812
C -1.130 -3.419 1.693 0.6127
C -0.940 -3.599 0.261 -0.3794
C 0.116 -4.459 -0.319 -0.4185
C 1.019 -5.194 0.566 -0.5648
C 0.812 -5.056 2.019 -0.4580
C -0.226 -4.186 2.587 0.1464
O -0.377 -4.095 3.988 -0.5267
H 3.062 3.408 2.440 0.3201
H 1.272 3.655 2.943 -0.0432
H 2.286 2.313 3.677 0.4241
H 0.681 1.499 1.858 -0.1046
H 2.746 2.364 -0.265 0.5560
H 1.467 3.684 0.185 -0.5389
H 0.625 -0.061 -0.130 0.1726
H -1.003 0.421 -2.083 0.0532
H -0.081 2.846 -2.245 -0.0348
H 2.839 0.893 -2.227 0.3295
H 1.643 1.086 -3.647 0.2850
H 2.261 -1.381 -1.748 0.3761
H 0.599 -1.156 -2.378 -0.0148
H 3.011 -2.185 -3.833 0.3767
H 2.168 -0.888 -4.842 0.3558
H 1.392 -3.628 -4.826 0.4634
H 0.523 -3.090 -3.331 -0.1108
H -2.133 2.779 -0.328 0.3531
H -1.209 2.458 1.196 0.0382
H -3.178 0.662 -0.442 0.2557
H -3.359 1.113 1.291 0.3576
H -1.629 -1.034 -0.146 -0.3307
H -1.042 -0.460 1.526 0.1691
H -3.492 -1.010 2.077 0.3131
H -2.927 -3.139 2.942 0.3838
H -1.629 -1.901 3.164 0.3836
H -1.601 -3.083 -0.471 0.4396
H 0.257 -4.563 -1.425 0.2769
H 1.815 -5.830 0.116 0.3388
H 1.504 -5.655 2.669 0.3254
H -0.922 -4.869 4.230 0.3308
Br 0.509 6.325 4.081 -0.1531
C -0.936 6.697 2.827 -0.5512
C -0.973 5.686 1.709 -0.4544
Br 0.427 6.021 0.399 -0.1251
H -0.796 7.717 2.478 0.3877
H -1.847 6.642 3.424 0.3586
H -1.907 5.767 1.153 0.4260
H -0.848 4.660 2.050 0.0993
```

=====

> net charge of number 4 (C24H33N6O2S)?

+1

=====

> Among the records above, which one has the lowest net charge?

C19H35Br2ClINNbO3S